Entry 1:
47
Properties=species:S:1:pos:R:3:forces:R:3:nbo_charge:R:1 method="wB97M-V/def2-TZVPD" de_lowest_ev=0.300 mol_weight_g_mol=385.847 homo_energy_ev=-6.244 lumo_ev=-2.9 energy_ev=-44298.319 charge=0 multiplicity=1 homo_lumo_gap_ev=3.3827
Cl 5.80285 -0.13040 -2.83046 0.2 0.0 -0.1 0.059
C 4.09806 -0.11609 -2.65925 -0.8 -0.2 0.0 0.002
C 3.41266 1.10628 -2.59485 -0.1 -0.3 0.1 -0.234
C 2.04015 1.10902 -2.39432 0.1 -0.5 0.0 -0.135
C 1.32138 -0.11042 -2.29134 0.5 -0.1 0.3 -0.074
C -0.09925 -0.12289 -2.10149 -0.1 0.0 -0.6 0.213
C -0.93712 -1.34786 -2.29615 -0.8 0.0 0.0 -0.482
C -2.40924 -0.81242 -2.41631 0.9 -0.3 0.5 -0.464
C -2.24818 0.67868 -2.33122 1.3 -0.3 0.1 0.013
C -0.92952 1.02715 -2.09441 -1.2 0.0 0.1 -0.276
C 2.03234 -1.33353 -2.43559 0.0 0.2 0.0 -0.141
C 3.40911 -1.34180 -2.61328 -0.2 0.3 0.0 -0.240
H 3.96073 2.03484 -2.71314 -0.1 -0.1 0.1 0.243
H 1.50235 2.05175 -2.35048 0.2 -0.1 0.0 0.225
H -0.69850 -1.87524 -3.23356 0.3 0.2 0.3 0.239
H -0.78390 -2.05747 -1.46811 -0.2 0.2 -0.2 0.267
H -2.85227 -1.17059 -3.35452 -0.1 0.3 0.2 0.239
H -3.01617 -1.19001 -1.58102 -0.1 0.2 -0.2 0.257
H -3.07303 1.36686 -2.48968 0.2 0.0 0.2 0.230
H -0.55165 2.03429 -1.92718 -0.3 -0.3 -0.1 0.241
H 1.47906 -2.28070 -2.42110 0.3 0.4 0.1 0.223
H 3.94779 -2.28328 -2.72941 -0.1 0.4 0.1 0.241
C -4.17112 -3.32733 1.40383 0.0 -0.2 0.4 -0.631
C -3.85965 -1.84350 1.38690 0.5 0.2 -0.3 -0.069
O -2.39605 -1.75595 1.31071 -0.9 -0.1 0.1 -0.543
C -1.84755 -0.51907 1.50150 -0.2 1.0 -0.3 0.728
C -0.40044 -0.55506 1.52644 -0.4 -0.6 -0.4 -0.439
C 0.37228 0.41738 2.17804 0.8 1.6 0.1 -0.011
C -0.18023 1.71572 2.49498 -0.1 -0.1 -0.1 -0.192
C 0.60750 2.77810 2.88504 0.5 -0.3 0.0 -0.192
C 2.00402 2.60689 3.00977 -0.6 -0.8 -0.2 -0.039
N 2.80937 3.77433 3.19722 0.9 1.8 0.6 0.502
O 4.05218 3.70641 3.09128 -1.7 -0.3 0.1 -0.416
O 2.22872 4.85525 3.46271 0.8 -1.7 -0.5 -0.421
C 2.57699 1.31723 2.86571 -0.4 0.8 -0.2 -0.175
C 1.78231 0.25725 2.46466 -0.4 0.1 -0.3 -0.239
O -2.57034 0.47730 1.59908 0.2 -0.9 0.0 -0.668
H -5.16723 -3.53984 1.00820 0.1 0.1 0.0 0.210
H -3.43133 -3.89148 0.82788 -0.2 0.1 0.0 0.217
H -4.14550 -3.68951 2.43952 0.1 -0.1 -0.3 0.213
H -4.31541 -1.34981 0.50160 0.4 -0.1 0.5 0.169
H -4.23908 -1.35546 2.30871 0.4 -0.1 -0.7 0.203
H 0.06635 -1.45271 1.12848 0.0 -0.1 0.5 0.206
H -1.24944 1.87228 2.31935 0.6 -0.1 0.2 0.247
H 0.18869 3.77049 3.05560 0.1 -0.4 -0.1 0.245
H 3.64390 1.21935 3.05069 -0.2 -0.1 -0.1 0.240
H 2.23340 -0.72441 2.30898 -0.1 0.2 0.1 0.207

---

Entry 2:
50
Properties=species:S:1:pos:R:3:forces:R:3:nbo_charge:R:1 method="wB97M-V/def2-TZVPD" de_lowest_ev=3.530 mol_weight_g_mol=500.258 homo_energy_ev=-1.403 lumo_ev=2.0 energy_ev=-111126.177 charge=-1 multiplicity=1 homo_lumo_gap_ev=3.3769
O -4.75930 1.38855 3.13920 0.9 0.1 -0.2 -0.573
C -3.80176 1.13021 2.54275 -1.2 -0.6 0.3 0.546
Co -2.60676 0.58884 1.33847 -4.8 2.0 -1.0 -0.128
C -3.67900 -0.46719 0.42073 -0.7 -0.6 0.2 0.501
O -4.54081 -1.01780 -0.11829 0.2 0.1 -0.2 -0.587
C -2.76292 2.10591 0.40744 -0.1 1.1 -1.4 0.458
O -3.08345 3.03580 -0.19699 0.1 -0.4 0.3 -0.596
C -1.11615 0.11304 2.23531 2.7 -2.7 0.2 -0.465
C -1.01982 -0.12077 0.91487 3.0 -0.5 1.8 -0.363
C -0.32731 -0.63281 -0.23394 -3.1 0.9 -0.6 -0.080
C -0.36347 0.49188 -1.32653 0.6 -0.8 0.3 -0.031
C -0.69797 0.20804 -2.64746 0.3 0.3 -0.4 -0.185
C -0.38855 1.14340 -3.64260 -0.4 0.1 0.2 -0.242
C 0.04358 2.42540 -3.28457 0.2 0.0 -0.1 -0.238
C 0.22081 2.76217 -1.94152 -0.1 -0.4 0.3 -0.184
C 0.04184 1.78143 -0.95439 0.5 0.2 -0.4 -0.246
Co -1.26798 1.95800 2.97103 0.6 2.2 1.4 -0.115
C -2.14561 2.25670 4.45815 -0.6 -0.6 0.1 0.429
O -2.70387 2.49045 5.44138 0.1 0.3 0.2 -0.598
C -1.25433 3.53732 2.19405 -0.1 0.1 -0.5 0.417
O -1.20017 4.60925 1.76182 0.1 0.1 0.1 -0.609
C 0.37712 1.89154 3.51896 -0.1 -1.1 -0.8 0.474
O 1.49102 1.79226 3.83330 0.2 0.3 0.3 -0.639
H -0.93753 -0.61762 3.03683 0.3 0.3 0.0 0.161
H -0.90907 -1.50794 -0.57362 0.2 0.1 -0.5 0.184
H -1.15109 -0.75250 -2.91925 0.2 0.4 0.1 0.196
H -0.49640 0.86776 -4.69338 -0.1 0.2 0.3 0.204
H 0.26267 3.17023 -4.05227 -0.1 -0.2 0.1 0.206
H 0.50048 3.77530 -1.63636 -0.1 -0.4 -0.2 0.221
H 0.27142 2.01326 0.09678 -0.4 -0.2 -0.3 0.264
C 2.57512 -1.16464 -2.02217 0.0 0.1 0.0 -0.645
C 1.68924 -2.00133 -1.08632 0.4 -0.3 -0.1 0.165
C 0.64679 -2.74781 -1.89491 -0.1 -0.3 -0.3 -0.642
C 2.51124 -3.00743 -0.23744 -0.3 -0.2 -0.1 -0.410
C 2.69039 -2.38786 1.14354 0.2 0.3 0.2 -0.431
C 1.49985 -1.45768 1.34646 -0.4 -0.4 0.2 -0.214
N 1.05981 -1.04821 -0.04297 2.5 0.4 0.2 -0.384
H 3.01314 -1.80198 -2.80477 -0.2 0.1 0.3 0.223
H 1.98235 -0.38099 -2.51949 0.2 -0.2 0.2 0.248
H 3.40663 -0.69130 -1.47743 -0.2 -0.1 -0.1 0.211
H 1.15088 -3.50123 -2.51886 0.1 0.2 0.2 0.219
H -0.04881 -3.28718 -1.24065 0.1 0.2 -0.2 0.226
H 0.10741 -2.08124 -2.57179 0.1 -0.3 0.3 0.236
H 1.93974 -3.94657 -0.17213 0.1 0.3 0.1 0.212
H 3.46436 -3.26167 -0.71913 -0.2 0.2 0.1 0.221
H 2.69194 -3.13837 1.93832 0.1 0.1 -0.1 0.231
H 3.62699 -1.82303 1.22010 -0.1 -0.1 -0.1 0.208
H 0.66406 -1.97350 1.82607 0.0 0.3 -0.1 0.243
H 1.74294 -0.54112 1.90416 -0.4 -0.4 -0.1 0.258
H 1.59030 -0.17697 -0.16045 -0.3 0.0 -0.2 0.440

---

Entry 3:
51
Properties=species:S:1:pos:R:3:forces:R:3:nbo_charge:R:1 method="wB97M-V/def2-TZVPD" de_lowest_ev=1.100 mol_weight_g_mol=444.465 homo_energy_ev=-8.382 lumo_ev=0.0 energy_ev=-50249.847 charge=0 multiplicity=1 smiles="CCOC(=O)c1sc(NC(=O)c2cc(-c3cccc(O)c3)on2)c(C(=O)OCC)c1C" homo_lumo_gap_ev=8.3563
C 7.28895 3.29150 -1.03279 -0.2 -0.2 0.3 -0.635
C 7.00122 2.68314 0.33221 0.2 0.5 0.0 -0.073
O 6.02650 1.64269 0.24750 -0.2 -0.2 0.0 -0.514
C 4.74013 2.03277 0.22011 0.2 0.2 0.1 0.773
O 4.39623 3.19108 0.28896 0.1 0.1 0.0 -0.610
C 3.77150 0.94826 0.11481 -0.5 -0.3 0.0 -0.388
S 2.11500 1.51112 0.13752 0.7 -0.3 0.0 0.572
C 1.56966 -0.10571 -0.00778 0.5 0.2 0.0 0.077
N 0.23976 -0.40118 -0.04866 -0.3 -0.2 0.0 -0.609
C -0.70135 0.57944 0.02581 0.4 -0.2 0.0 0.655
O -0.40361 1.75513 0.12812 -0.6 -0.1 0.0 -0.571
C -2.08825 0.09003 -0.02590 -1.2 -0.3 0.0 0.026
C -3.26660 0.86838 0.03491 -0.4 -0.7 -0.1 -0.309
C -4.27767 -0.06083 -0.05082 1.1 1.0 0.1 0.297
C -5.72203 0.06220 -0.04722 -0.6 -0.3 0.0 -0.014
C -6.52147 -1.07464 -0.15625 0.3 0.1 0.0 -0.227
C -7.89857 -0.94814 -0.15142 0.0 0.1 0.0 -0.181
C -8.49217 0.29408 -0.03942 0.0 0.3 0.0 -0.260
C -7.69898 1.43546 0.07017 0.3 -0.3 0.0 0.320
O -8.31993 2.63575 0.17843 -0.1 0.2 0.0 -0.659
C -6.31684 1.31827 0.06603 0.0 -0.1 0.0 -0.291
O -3.72224 -1.28439 -0.15352 -0.8 0.1 0.0 -0.249
N -2.38628 -1.18706 -0.13737 1.3 0.2 0.0 -0.094
C 2.60365 -1.03630 -0.07440 -0.3 0.2 0.0 -0.294
C 2.28991 -2.45878 -0.19806 -0.2 0.1 0.0 0.799
O 1.14974 -2.88800 -0.24798 0.1 -0.2 0.0 -0.650
O 3.36173 -3.25241 -0.26192 0.1 0.3 0.1 -0.502
C 3.12071 -4.65536 -0.36530 -0.3 -0.6 0.0 -0.074
C 2.83925 -5.27562 0.99584 0.1 0.3 -0.3 -0.634
C 3.88434 -0.41596 -0.00266 0.1 0.4 0.0 0.093
C 5.16629 -1.17058 -0.05394 0.3 0.0 0.0 -0.647
H 6.39464 3.77656 -1.41575 0.0 0.1 0.0 0.226
H 7.60049 2.51893 -1.73201 0.1 0.0 -0.1 0.209
H 8.07975 4.03068 -0.94262 0.1 0.1 0.0 0.215
H 7.88996 2.20196 0.74647 -0.1 0.1 0.0 0.187
H 6.63747 3.45364 1.01959 0.1 -0.2 0.0 0.201
H -0.00380 -1.39305 -0.13629 0.0 0.2 0.0 0.475
H -3.31744 1.93122 0.12602 -0.1 0.2 0.0 0.248
H -6.05592 -2.04316 -0.24340 0.0 -0.1 0.0 0.227
H -8.51760 -1.82809 -0.23586 -0.1 -0.1 0.0 0.220
H -9.56406 0.40818 -0.03412 -0.1 0.0 0.0 0.228
H -7.66864 3.34458 0.24786 -0.1 -0.1 0.0 0.482
H -5.70156 2.20248 0.15119 0.1 0.1 0.0 0.209
H 4.03349 -5.06450 -0.80346 -0.1 0.1 0.0 0.190
H 2.27378 -4.82333 -1.03853 0.2 0.0 0.0 0.201
H 3.65748 -5.06796 1.68140 0.1 0.0 0.1 0.210
H 2.72862 -6.35086 0.88964 0.0 -0.1 0.0 0.217
H 1.91976 -4.86614 1.40660 -0.1 0.0 0.0 0.225
H 5.22378 -1.73831 -0.98060 0.1 -0.1 0.0 0.229
H 5.20876 -1.88312 0.76747 0.1 -0.1 0.0 0.228
H 6.00993 -0.49386 0.01074 0.0 -0.1 0.0 0.243

---

Entry 4:
45
Properties=species:S:1:pos:R:3:forces:R:3:nbo_charge:R:1 method="wB97M-V/def2-TZVPD" de_lowest_ev=0.000 mol_weight_g_mol=348.471 homo_energy_ev=-8.700 lumo_ev=0.6 energy_ev=-37965.465 charge=0 multiplicity=1 smiles="Cc1ccc(SCc2ccc(C(=O)NCc3cccnc3)cc2)cc1" homo_lumo_gap_ev=9.2993
C 2.28981 4.05238 -1.58138 0.0 0.0 0.0 -0.648
C 2.78060 3.01361 -0.62096 0.0 0.0 0.0 0.082
C 4.03266 2.43179 -0.77077 0.0 0.0 -0.1 -0.244
C 4.46622 1.44633 0.09750 0.0 0.1 0.0 -0.213
C 3.64013 1.03026 1.12684 0.3 -0.4 0.5 -0.183
S 4.13203 -0.32544 2.18006 0.0 0.0 -0.2 0.211
C 3.79091 -1.69498 0.98200 0.2 0.4 0.3 -0.526
C 2.47006 -1.45591 0.33982 -0.2 -0.2 -0.2 -0.034
C 2.39434 -0.92475 -0.94328 0.0 -0.2 0.1 -0.156
C 1.17323 -0.58098 -1.48600 -0.2 0.0 0.0 -0.170
C 0.00194 -0.74677 -0.75404 0.3 -0.1 -0.1 -0.150
C -1.27962 -0.32956 -1.39008 0.0 0.1 0.1 0.667
O -1.45720 -0.35865 -2.59246 0.1 0.0 -0.2 -0.620
N -2.22405 0.12375 -0.52781 -0.2 0.1 0.3 -0.608
C -3.54844 0.49543 -0.96412 0.0 0.0 -0.3 -0.250
C -4.61662 -0.37112 -0.35592 -0.2 0.0 0.1 -0.082
C -5.85306 0.14908 0.00723 0.1 -0.2 0.0 -0.164
C -6.80551 -0.69203 0.55762 0.1 0.0 0.0 -0.252
C -6.47933 -2.02838 0.73347 -0.3 0.2 0.1 0.028
N -5.30689 -2.53544 0.39399 0.1 -0.5 0.1 -0.408
C -4.40723 -1.73082 -0.13901 0.2 0.3 -0.2 0.034
C 0.07094 -1.31560 0.51488 0.0 0.1 -0.1 -0.200
C 1.29403 -1.66341 1.05323 0.1 0.0 0.0 -0.202
C 2.39826 1.61737 1.30737 0.0 0.1 0.0 -0.207
C 1.97519 2.60079 0.43524 0.0 0.0 0.0 -0.231
H 3.09710 4.41426 -2.21276 0.0 0.1 -0.1 0.215
H 1.85508 4.89523 -1.04734 0.0 0.1 0.0 0.218
H 1.51583 3.62871 -2.22164 0.0 0.0 -0.1 0.224
H 4.67642 2.74860 -1.57885 0.1 0.1 -0.1 0.211
H 5.43990 0.99569 -0.02614 0.1 0.0 0.0 0.221
H 4.60374 -1.71599 0.25710 -0.1 -0.1 0.0 0.221
H 3.80787 -2.59730 1.59066 0.0 -0.1 -0.1 0.236
H 3.29823 -0.77327 -1.51504 0.1 0.0 0.0 0.209
H 1.10612 -0.16720 -2.48052 0.0 0.0 -0.1 0.234
H -2.03387 0.14351 0.46073 0.1 0.0 -0.1 0.399
H -3.54643 0.37800 -2.05461 0.0 0.1 0.2 0.257
H -3.74223 1.54880 -0.72833 0.0 -0.1 -0.1 0.199
H -6.06557 1.19880 -0.14270 0.0 0.1 0.0 0.212
H -7.77550 -0.31816 0.84662 -0.1 0.0 0.0 0.220
H -7.18383 -2.72696 1.16471 -0.1 0.0 0.0 0.193
H -3.46733 -2.19399 -0.41220 0.1 0.0 0.0 0.196
H -0.82793 -1.51114 1.08312 -0.1 0.0 0.0 0.211
H 1.34593 -2.08798 2.04552 0.0 0.0 0.1 0.217
H 1.76863 1.29166 2.12143 -0.1 -0.1 0.0 0.225
H 1.00183 3.05095 0.56844 -0.1 0.1 0.0 0.208